a | DFT (wB97M-V/def2-TZVPD) results for the molecule C5H4N2O.

Structure (XYZ):
```
12
Properties=species:S:1:pos:R:3:nbo_charge:R:1
C 1.81215 -0.64375 0.32142 0.214
C 0.86346 -1.13848 -0.70782 -0.354
C -0.47958 -0.65964 -0.51580 0.182
N -1.76984 -0.54972 -0.94965 -0.293
N -2.18935 0.85735 -0.46461 -0.251
C -1.28646 1.40837 0.22732 0.017
C -0.14853 0.38324 0.55331 -0.060
O 1.26559 0.43177 1.03301 -0.438
H 2.83823 -0.81531 0.47295 0.211
H 1.40549 -1.67847 -1.50502 0.243
H -1.37423 2.56899 0.31886 0.243
H -0.93692 -0.16435 1.21604 0.286
```



b | DFT (wB97M-V/def2-TZVPD) results for the molecule C5H4N2O.

Structure (XYZ):
```
12
Properties=species:S:1:pos:R:3:nbo_charge:R:1
C -0.33492 -1.25989 -0.37941 -0.090
C -0.67072 -0.44700 -1.44838 -0.312
C -0.21396 0.91160 -1.19016 0.483
N -0.58370 1.75035 -0.30953 -0.249
N 0.61616 1.72307 0.50332 -0.037
O 1.40036 0.99374 -0.60551 -0.457
C 0.35303 0.55547 1.32715 0.013
C 0.09950 -0.72605 0.94513 -0.279
H -0.52583 -2.23901 -0.35513 0.208
H -0.77407 -0.76515 -2.54144 0.249
H 0.56609 1.02639 2.35279 0.237
H 0.06805 -1.52352 1.70118 0.233
```



c | DFT (wB97M-V/def2-TZVPD) results for the molecule C5H4N2O.

Structure (XYZ):
```
12
Properties=species:S:1:pos:R:3:nbo_charge:R:1
C 0.18723 -0.86085 1.70265 -0.173
C 0.06783 -0.33548 0.47631 -0.245
C 0.34792 -1.13518 -0.70756 0.086
N 0.25512 -0.71077 -1.92585 -0.262
N -0.10837 0.61582 -2.18490 -0.190
C -0.37227 1.38317 -1.17947 -0.020
C -0.34669 1.05574 0.25444 0.459
O -0.55714 1.87186 1.13422 -0.498
H 0.40344 -1.91451 1.87716 0.207
H 0.04295 -0.21426 2.57667 0.227
H 0.65938 -2.18592 -0.60217 0.203
H -0.57941 2.43037 -1.42151 0.207
```



The winner here is c, beating the second structure by 0.1205 hartree.



a | DFT (wB97M-V/def2-TZVPD) results for a structure of composition C23H32F6N9O6PdS3.

Structure (XYZ):
```
80
Properties=species:S:1:pos:R:3:lowdin_charge:R:1
Pd -0.70065 0.96103 -0.52302 0.782
F 3.80449 1.88169 -1.71682 0.160
C 2.72928 2.37657 -1.12511 -0.673
F 2.92073 3.67648 -0.89120 0.138
F 1.69396 2.23900 -1.95171 0.120
S 2.46960 1.44536 0.46462 0.615
O 1.64549 0.30179 0.08806 -0.333
O 3.79348 1.18971 0.91870 -0.238
N 1.71699 2.51650 1.34779 -0.301
S 0.59987 2.26256 2.43399 0.616
O -0.20822 1.08415 2.23313 -0.315
O -0.07518 3.50689 2.67396 -0.274
C 1.58836 1.92803 3.95565 -0.683
F 2.26187 3.02087 4.29333 0.159
F 2.43939 0.93717 3.72346 0.157
F 0.77447 1.58766 4.94811 0.159
C -3.53983 -1.21845 2.90972 -0.059
C -3.83419 -1.67869 1.49281 -0.220
N -3.26421 -0.70235 0.55904 0.029
C -3.40126 -0.57417 -0.74894 -0.700
S -2.73583 0.84279 -1.52943 0.805
N -4.11537 -1.39453 -1.51779 0.033
C -4.46575 -2.80461 -1.29928 -0.204
C -3.24737 -3.70918 -1.41415 -0.063
H -3.85180 -1.98068 3.62104 0.088
H -4.07525 -0.29681 3.13834 0.091
H -2.47194 -1.03829 3.05207 0.072
H -4.91131 -1.73123 1.33523 0.122
H -3.40317 -2.66614 1.31404 0.111
H -2.69716 0.02004 0.98242 0.103
H -4.10124 -1.11409 -2.48702 0.122
H -5.20304 -3.04959 -2.06131 0.127
H -4.95712 -2.92721 -0.34006 0.094
H -2.77686 -3.59828 -2.39324 0.078
H -3.54072 -4.75221 -1.29461 0.089
H -2.50631 -3.46986 -0.64775 0.052
O -2.95716 3.67857 -0.50946 0.050
C -1.77551 3.81894 -0.30562 -0.610
O -0.78629 3.02723 -0.61572 -0.213
C -1.34617 5.13806 0.35500 -0.152
N 0.11379 5.09848 0.74656 0.072
C 0.80725 6.27923 0.13111 -0.093
C -0.32182 7.26239 -0.12954 -0.147
C -1.46597 6.35227 -0.57190 -0.106
H -1.94043 5.24919 1.25835 0.167
H 0.46427 4.19673 0.38941 0.102
H 0.20984 5.05392 1.75929 0.131
H 1.25922 5.93924 -0.79744 0.129
H 1.58767 6.63829 0.79634 0.135
H -0.04953 8.00726 -0.87384 0.123
H -0.58707 7.78426 0.79263 0.124
H -1.33782 6.04415 -1.61146 0.134
H -2.44202 6.82045 -0.48017 0.130
C 0.03022 -1.15960 -3.09084 0.011
C -0.00134 -1.66241 -1.69307 -0.337
N -0.51881 -1.05061 -0.63796 -0.077
C -0.32145 -1.86347 0.45780 -0.109
C 0.29333 -2.99769 0.05194 -0.014
N 0.49092 -2.85535 -1.30626 0.020
C 1.13315 -3.84076 -2.18275 -0.059
N 2.04648 -4.63858 -1.44348 -0.085
N 1.69294 -5.90902 -1.08638 0.058
N 2.57207 -6.38141 -0.30079 0.083
C 3.54121 -5.41701 -0.08135 -0.224
C 4.68930 -5.44552 0.71517 -0.002
C 5.44715 -4.29903 0.75590 -0.069
C 5.08593 -3.14733 0.02494 -0.061
C 3.96199 -3.10746 -0.76870 -0.004
C 3.20095 -4.27805 -0.80408 -0.183
H -0.50909 -0.21800 -3.14559 0.050
H -0.43560 -1.87020 -3.77551 0.094
H 1.05651 -0.98830 -3.42261 0.098
H -0.59467 -1.55329 1.45144 0.108
H 0.60957 -3.87333 0.59154 0.134
H 1.64735 -3.30204 -2.97758 0.141
H 0.39199 -4.51213 -2.61337 0.144
H 4.95677 -6.33319 1.27162 0.119
H 6.34071 -4.26991 1.36441 0.108
H 5.71397 -2.26867 0.09149 0.112
H 3.69203 -2.21824 -1.32356 0.110
```

Output
Total charge ... +1



b | DFT (wB97M-V/def2-TZVPD) results for a structure of composition C23H32F6N9O6PdS3.

Structure (XYZ):
```
80
Properties=species:S:1:pos:R:3:lowdin_charge:R:1
Pd 1.24503 1.38842 -0.40198 0.803
F 1.97962 2.56597 -4.97914 0.171
C 1.13775 1.58438 -4.69702 -0.684
F 0.42315 1.28272 -5.77104 0.164
F 1.82808 0.51058 -4.31386 0.143
S 0.03040 2.14142 -3.33439 0.639
O 0.96596 2.35684 -2.22237 -0.430
O -0.65319 3.30802 -3.77868 -0.225
N -0.81551 0.82660 -3.18698 -0.286
S -1.96574 0.65508 -2.13204 0.610
O -1.98277 1.68138 -1.11618 -0.306
O -2.05364 -0.71726 -1.71659 -0.276
C -3.50104 0.93701 -3.10545 -0.685
F -4.55209 0.77458 -2.30676 0.154
F -3.56816 0.06251 -4.10357 0.153
F -3.50737 2.16859 -3.59607 0.157
C -3.14271 4.74888 0.01299 -0.056
C -2.30478 3.96914 1.01286 -0.212
N -0.94108 3.73850 0.53087 0.034
C 0.20821 4.12555 1.04975 -0.727
S 1.70696 3.41518 0.56412 0.730
N 0.30801 5.10029 1.96567 0.007
C -0.52996 6.29902 2.09360 -0.218
C -1.11240 6.45515 3.48701 -0.074
H -4.16092 4.85769 0.38577 0.086
H -3.18135 4.21733 -0.93764 0.073
H -2.73558 5.74277 -0.17420 0.073
H -2.74824 2.98293 1.16126 0.118
H -2.26063 4.45202 1.98550 0.095
H -0.88523 3.07295 -0.23174 0.066
H 1.23596 5.18265 2.35294 0.117
H -1.30546 6.26333 1.33501 0.093
H 0.09796 7.15858 1.85195 0.127
H -1.76724 5.62276 3.74581 0.068
H -1.68802 7.37828 3.54885 0.084
H -0.32031 6.50372 4.23474 0.079
O 3.11057 -1.02308 -1.29197 0.069
C 1.92962 -1.24128 -1.45504 -0.611
O 0.93858 -0.45801 -1.23125 -0.172
C 1.49000 -2.60111 -1.99307 -0.159
N -0.01805 -2.65447 -2.04781 0.096
C -0.41691 -2.78906 -3.48955 -0.100
C 0.75014 -3.54236 -4.10011 -0.140
C 1.95814 -2.88622 -3.42976 -0.096
H 1.82505 -3.36012 -1.29262 0.118
H -0.39981 -1.77740 -1.66128 0.101
H -0.34579 -3.43448 -1.47566 0.160
H -0.48868 -1.77584 -3.88373 0.120
H -1.38871 -3.27033 -3.55614 0.136
H 0.76666 -3.44978 -5.18384 0.124
H 0.69274 -4.60503 -3.85313 0.122
H 2.21606 -1.95391 -3.92971 0.114
H 2.84202 -3.51845 -3.43010 0.128
C 3.64155 -0.34958 1.51255 0.005
C 2.19726 -0.33695 1.85362 -0.316
N 1.27678 0.46393 1.35997 -0.057
C 0.07125 0.16943 1.97464 -0.077
C 0.27535 -0.82513 2.86161 -0.027
N 1.62592 -1.12775 2.80049 -0.004
C 2.16627 -2.40322 3.22624 -0.041
N 1.54065 -3.47694 2.48303 -0.042
N 1.61789 -3.46828 1.13868 0.086
N 0.81969 -4.34545 0.65824 0.083
C 0.15135 -4.95178 1.70274 -0.215
C -0.82016 -5.95862 1.70569 -0.004
C -1.31340 -6.34207 2.92813 -0.066
C -0.85549 -5.75270 4.12754 -0.062
C 0.10558 -4.76951 4.14039 -0.008
C 0.59667 -4.37874 2.89109 -0.170
H 3.84868 0.45019 0.80706 0.081
H 3.93003 -1.28101 1.02618 0.085
H 4.23697 -0.20022 2.41416 0.098
H -0.83451 0.69056 1.71789 0.112
H -0.39836 -1.34240 3.52246 0.130
H 1.97289 -2.56958 4.28378 0.143
H 3.23908 -2.40562 3.05364 0.139
H -1.15999 -6.41098 0.78444 0.116
H -2.06558 -7.11663 2.98355 0.111
H -1.27084 -6.09394 5.06616 0.112
H 0.45916 -4.33964 5.06777 0.111
```

Output
Total charge ... +1



The winner here is b, beating the second structure by 0.0429 hartree.



a | DFT (wB97M-V/def2-TZVPD) results for a structure of composition C19H28ClO6V.

Structure (XYZ):
```
55
Properties=species:S:1:pos:R:3:nbo_charge:R:1
O 0.52897 0.32746 -4.83379 -0.553
C 0.35728 1.62460 -5.48201 -0.062
C 0.11658 1.02735 -6.87547 -0.461
H 1.27113 2.23184 -5.41927 0.178
H -0.51180 2.16567 -5.08308 0.176
C 0.33460 -0.32281 -6.12386 0.272
H 0.89208 1.26213 -7.61254 0.212
H -0.89963 1.16384 -7.26118 0.211
C 1.56582 -1.06201 -6.60898 -0.627
H 2.44010 -0.40210 -6.64844 0.214
H 1.37949 -1.45084 -7.61912 0.214
H 1.78056 -1.91217 -5.95236 0.215
C -0.88402 -1.22150 -6.13429 -0.626
H -1.78111 -0.67444 -5.82293 0.213
H -0.72414 -2.07251 -5.46271 0.215
H -1.04389 -1.60989 -7.14829 0.214
V -0.09372 -0.18496 3.38828 1.286
C -2.09052 -0.48778 4.34182 -0.380
C -1.83511 0.92239 4.51041 -0.231
C -1.83808 1.52498 3.20590 -0.349
H -1.82193 1.44126 5.45428 0.275
C -2.16694 0.52195 2.25053 -0.252
C -2.29294 -0.73078 2.93130 -0.352
H -2.61890 -1.66969 2.48112 0.245
H -2.21606 -1.20552 5.14217 0.270
H -1.70063 2.57952 2.98869 0.242
H -2.48040 0.70275 1.22173 0.236
C 1.23048 -1.61028 4.63988 -0.248
C 0.36059 -2.33792 3.74938 -0.363
C 0.80515 -2.08595 2.40430 -0.348
H -0.42900 -3.02381 4.04808 0.250
C 1.92538 -1.18357 2.47108 -0.277
C 2.15790 -0.87160 3.83696 -0.300
H 2.92860 -0.20987 4.21012 0.252
H 1.28152 -1.77752 5.69814 0.269
H 0.45475 -2.60066 1.50712 0.245
H 2.55447 -0.88322 1.63333 0.243
O 0.28735 0.58376 0.95011 -0.570
C -0.04320 -0.28235 -0.16718 -0.062
C -0.32629 0.62240 -1.35001 -0.429
H -0.89277 -0.92346 0.10706 0.195
H 0.81989 -0.93460 -0.36531 0.177
C 0.56500 1.83007 -1.05335 -0.428
H -1.38056 0.92688 -1.31296 0.196
H -0.13178 0.15957 -2.32017 0.251
C 0.50548 1.92681 0.46055 -0.063
H 0.25009 2.74232 -1.56092 0.223
H 1.59028 1.59552 -1.36029 0.207
H -0.34156 2.55665 0.77626 0.173
H 1.42460 2.32004 0.91281 0.195
O -0.73114 1.20803 7.44168 -0.798
Cl 0.14491 0.18758 6.89469 2.479
O 1.36773 0.03775 7.64464 -0.783
O -0.56199 -1.09933 6.82231 -0.821
O 0.51732 0.63807 5.45381 -0.859
```

Output
Spin multiplicity ... 3
Expectation value of S² ... 2.044



b | DFT (wB97M-V/def2-TZVPD) results for a structure of composition C19H28ClO6V.

Structure (XYZ):
```
55
Properties=species:S:1:pos:R:3:nbo_charge:R:1
O 0.06474 -0.22477 -2.99190 -0.563
C 0.20299 1.10770 -3.64110 -0.075
C 0.26760 0.56543 -5.05302 -0.467
H 1.12833 1.57742 -3.28567 0.207
H -0.65160 1.79114 -3.51023 0.176
C 0.22036 -0.81289 -4.32925 0.274
H 1.19640 0.80698 -5.56223 0.213
H -0.62083 0.79477 -5.64307 0.208
C 1.51864 -1.56438 -4.50347 -0.627
H 2.37244 -0.93383 -4.25869 0.216
H 1.59685 -1.90621 -5.54013 0.213
H 1.57110 -2.43635 -3.85415 0.212
C -0.95857 -1.66095 -4.75879 -0.624
H -1.89554 -1.10990 -4.66997 0.213
H -1.04623 -2.56188 -4.14822 0.212
H -0.82885 -1.96510 -5.80582 0.214
V -0.50300 -0.95674 2.51138 1.321
C -2.54707 -0.90971 3.64310 -0.296
C -2.10519 0.45200 3.56307 -0.242
C -1.96654 0.80186 2.18293 -0.334
H -2.06884 1.17721 4.36978 0.284
C -2.30114 -0.36860 1.38872 -0.381
C -2.65872 -1.42745 2.31006 -0.356
H -2.99703 -2.42590 2.03323 0.256
H -2.85533 -1.41588 4.55544 0.257
H -1.76013 1.81245 1.82692 0.257
H -2.38969 -0.40177 0.30392 0.259
C 0.97450 -2.30989 3.76151 -0.295
C 0.24676 -3.05917 2.77014 -0.361
C 0.64325 -2.56475 1.46587 -0.373
H -0.44069 -3.87908 2.98180 0.251
C 1.62650 -1.52251 1.66775 -0.340
C 1.81794 -1.37500 3.08486 -0.213
H 2.62402 -0.80436 3.55077 0.270
H 0.99135 -2.54316 4.82478 0.268
H 0.34562 -2.97658 0.50282 0.255
H 2.20868 -1.02234 0.89112 0.263
O 1.85445 1.77150 -0.98395 -0.538
C 0.72285 1.06238 -0.41849 -0.083
C -0.54018 1.88101 -0.72015 -0.434
H 0.81464 0.91376 0.68941 0.165
H 0.69223 0.05979 -0.86663 0.217
C 0.00256 3.31374 -0.75640 -0.443
H -1.34843 1.70390 -0.00425 0.207
H -0.87801 1.51201 -1.69537 0.218
C 1.57045 3.17841 -0.76730 -0.076
H -0.30719 3.84230 0.15116 0.212
H -0.40524 3.86380 -1.62013 0.211
H 1.94515 3.46983 0.24929 0.176
H 2.10929 3.76893 -1.54210 0.193
O -0.32138 1.88681 5.55220 -0.807
Cl 0.54938 0.78950 5.16644 2.469
O 1.74014 0.73849 5.98445 -0.788
O -0.19766 -0.51164 5.22820 -0.827
O 0.97385 1.00770 3.71940 -0.826
```

Output
Spin multiplicity ... 3
Expectation value of S² ... 2.042



The winner here is a, beating the second structure by 0.0136 hartree.



a | DFT (wB97M-V/def2-TZVPD) results for a cluster of 2 separate species, C3H11NO2S in total.

Structure (XYZ):
```
18
Properties=species:S:1:pos:R:3:nbo_charge:R:1
N -0.71041 -1.01713 0.66409 -0.831
C -0.01199 -0.79314 -0.60546 -0.096
C 1.24578 -1.63668 -0.67277 -0.061
O 1.08898 -3.00737 -0.31387 -0.717
C 0.44600 0.67128 -0.78988 -0.513
S -1.00017 1.79035 -0.96195 -0.052
H -1.34381 -0.22790 0.78126 0.375
H -0.04738 -0.82889 1.41820 0.339
H -0.68364 -1.09817 -1.39743 0.193
H 1.95368 -1.28463 0.08626 0.148
H 1.68202 -1.59888 -1.65665 0.186
H 0.64447 -3.03406 0.54606 0.474
H 1.01710 0.73285 -1.70637 0.218
H 1.00301 0.97199 0.09195 0.213
H -1.29295 1.33510 -2.18551 0.122
O -0.17483 1.85126 2.85897 -0.936
H 0.31434 2.42038 2.25549 0.469
H 0.49874 1.50503 3.45801 0.469
```



b | DFT (wB97M-V/def2-TZVPD) results for a cluster of 2 separate species, C3H11NO2S in total.

Structure (XYZ):
```
18
Properties=species:S:1:pos:R:3:nbo_charge:R:1
O -1.10033 -2.06820 1.07067 -0.760
C 0.14981 -1.41452 1.15853 0.098
N 0.52772 -0.80205 -0.10444 -0.661
C 0.44096 0.71448 -0.08140 -0.258
C 1.53062 1.24938 -0.95645 -0.485
S 1.55518 3.09608 -0.77519 -0.088
H -1.03326 -3.02245 1.08145 0.483
H 0.03154 -0.64238 1.94890 0.156
H 0.94348 -2.10228 1.45853 0.159
H -0.03048 -1.07469 -0.89838 0.375
H -0.55320 0.99443 -0.43898 0.216
H 0.42388 1.05033 0.95972 0.194
H 2.53408 0.91632 -0.66598 0.224
H 1.45097 1.07265 -2.03008 0.220
H 0.39085 3.36393 -0.18472 0.121
O -2.45110 -0.09574 -0.81374 -0.932
H -2.41141 -0.16796 0.15674 0.469
H -2.39932 -1.06733 -0.88519 0.469
```



The winner here is a, beating the second structure by 0.0232 hartree.